No. 1
The following is a quantum chemistry calculation of a cluster of 10 separate species, BF4H18O9 in total, from OMol25.

Calculated values
Relative energy (zero: lowest compared OMol25 entry of this formula, charge and spin) ... 20.5 kcal per mole
Max |F| ... 2.4 eV/A
Multiplicity ... 1
Charge ... -1

```
32
Properties=species:S:1:pos:R:3:mulliken_charge:R:1
B 12.05 -27.69 11.40 0.739
F 10.94 -27.84 12.24 -0.294
F 13.24 -27.61 12.04 -0.475
F 11.96 -28.78 10.58 -0.363
F 11.69 -26.58 10.66 -0.580
O 10.87 -29.37 8.16 -0.617
H 11.01 -29.70 9.08 0.376
H 11.65 -29.03 7.72 0.256
O 10.31 -25.90 14.96 -0.630
H 10.37 -26.73 14.45 0.315
H 11.07 -25.92 15.58 0.305
O 14.00 -25.77 13.94 -0.683
H 13.59 -26.58 13.77 0.311
H 13.90 -25.40 13.06 0.426
O 9.00 -28.36 14.40 -0.645
H 8.20 -28.62 14.03 0.292
H 9.67 -28.58 13.78 0.358
O 8.46 -29.78 10.25 -0.624
H 8.14 -28.93 9.99 0.311
H 8.98 -29.60 11.04 0.286
O 9.01 -26.99 10.06 -0.632
H 9.75 -26.66 10.56 0.302
H 8.20 -26.65 10.44 0.302
O 14.14 -24.83 11.22 -0.732
H 14.78 -25.53 11.08 0.381
H 13.38 -25.04 10.70 0.304
O 15.29 -27.64 10.47 -0.628
H 15.19 -27.80 9.54 0.280
H 14.56 -28.02 10.92 0.367
O 12.91 -25.48 8.48 -0.640
H 13.68 -26.04 8.26 0.298
H 12.37 -26.07 8.96 0.332
```


No. 2
The following is a quantum chemistry calculation of a structure of composition BF4H20O10, from OMol25.

Calculated values
Relative energy (zero: lowest compared OMol25 entry of this formula, charge and spin) ... 366.2 kcal per mole
Max |F| ... 10.8 eV/A
Multiplicity ... 1
Charge ... -1

```
35
Properties=species:S:1:pos:R:3:mulliken_charge:R:1
B -0.03 0.07 0.14 0.676
F 1.07 -0.44 0.77 -1.310
F -0.87 0.56 1.10 -0.363
F 0.46 1.11 -0.56 -0.332
F -0.57 -0.84 -0.56 -0.480
O 1.74 -1.09 2.49 -0.856
H 1.54 -2.02 2.49 0.248
H 1.40 -0.77 1.65 1.166
O 0.19 3.70 -0.07 -0.630
H -0.21 2.83 0.02 0.271
H 0.12 4.08 0.81 0.295
O 1.29 -0.08 -2.42 -0.723
H 0.50 0.25 -2.85 0.306
H 0.97 -0.57 -1.67 0.509
O -2.93 -0.02 0.52 -0.639
H -2.04 -0.35 0.41 0.402
H -3.35 -0.65 1.10 0.282
O 0.13 -2.37 -1.66 -0.446
H 0.65 -2.55 -0.88 0.305
H 0.58 -2.83 -2.37 0.246
O -1.62 -1.41 -2.03 -0.913
H -1.84 -0.79 -1.33 0.300
H -0.79 -1.79 -1.76 0.577
O 0.37 -2.56 0.65 -0.805
H 0.43 -1.67 0.30 0.760
H -0.53 -2.65 0.96 0.303
O 1.91 1.63 1.17 -0.731
H 1.42 1.35 0.40 0.467
H 1.25 1.78 1.85 0.337
O -2.75 2.63 0.74 -0.597
H -2.30 1.95 1.24 0.374
H -3.68 2.46 0.87 0.261
O 2.68 0.01 -0.53 -0.740
H 2.88 0.80 -1.03 0.309
H 1.93 0.25 0.02 0.172
```


Orbital gap
In order: 10.422, 9.080
Unit: eV